# 1
DFT (ωB97M-V with the def2-TZVPD basis set) results for the ion C8H15FN3 with charge +1.

Values from the calculation:
HOMO-LUMO gap: 10.3 eV
relative energy (zero: lowest compared OMol25 entry of this formula, charge and spin): 40.2 kcal/mol
F_max: 6.16 eV/A
charge: +1
E_HOMO: -14.53 eV
LUMO: -4.197 eV
E_tot: -577.6202 Ha

Geometry (Å):
C 3.138 -1.147 0.779
C 1.832 -0.455 0.165
C 0.964 -1.377 -0.800
C -0.348 -0.647 -1.418
N -1.424 -0.517 -0.397
C -2.293 -1.557 0.074
N -3.195 -0.943 1.022
N -2.897 0.376 1.115
C -1.815 0.706 0.269
C -1.328 2.210 0.194
C 0.216 2.443 -0.110
F 0.456 3.876 -0.053
H 2.978 -2.233 1.072
H 3.453 -0.527 1.698
H 3.990 -1.009 0.015
H 2.170 0.504 -0.378
H 1.191 -0.082 1.047
H 0.546 -2.243 -0.160
H 1.622 -1.858 -1.592
H -0.743 -1.391 -2.206
H -0.114 0.304 -1.990
H -2.302 -2.653 -0.252
H -3.961 -1.377 1.554
H -2.034 2.798 -0.502
H -1.519 2.661 1.239
H 0.571 2.119 -1.136
H 0.845 2.021 0.753

Atomic partial charges in e from the Löwdin method, atoms 1 to 2: atom 1 (C): -0.113, atom 2 (C): -0.284

# 2
DFT (ωB97M-V with the def2-TZVPD basis set) results for a structure of composition C8H15GeO6PtSe.

Values from the calculation:
HOMO-LUMO gap (alpha / beta): 7.4 / 7.0 eV
relative energy (zero: lowest compared OMol25 entry of this formula, charge and spin): 4.2 kcal/mol
F_max: 0.88 eV/A
charge: -1
E_HOMO (alpha / beta): -4.77 / -5.22 eV
multiplicity: 3
LUMO (alpha / beta): 2.602 / 1.806 eV
E_tot: -5362.9888 Ha

Geometry (Å):
Pt -0.235 0.244 0.263
O 3.685 -0.118 1.471
C 2.482 -0.044 1.359
O 1.811 0.017 0.234
C 1.563 -0.022 2.645
O 2.103 0.076 3.730
O 0.300 -0.146 2.376
O -2.206 2.063 -1.256
C -2.798 1.118 -0.739
O -2.296 0.131 -0.081
H -3.894 1.060 -0.844
C -1.568 4.495 -2.778
Ge -1.646 4.910 -0.872
C -1.443 6.884 -0.811
C -3.343 4.637 0.053
C -0.059 4.427 0.203
Se 0.770 2.670 0.354
C 1.425 2.596 -1.468
H -2.420 4.954 -3.284
H -1.600 3.417 -2.932
H -0.649 4.906 -3.205
H -2.265 7.374 -1.342
H -0.505 7.203 -1.276
H -1.446 7.246 0.221
H -4.132 5.166 -0.484
H -3.265 5.058 1.058
H -3.608 3.583 0.131
H -0.288 4.697 1.237
H 0.744 5.086 -0.131
H 0.627 2.937 -2.124
H 1.685 1.563 -1.679
H 2.304 3.228 -1.559

Atomic partial charges in e from the Löwdin method, atoms 1 to 2: atom 1 (Pt): 1.066, atom 2 (O): 0.063

# 3
DFT (ωB97M-V with the def2-TZVPD basis set) results for the molecule C8H15N.

Values from the calculation:
HOMO-LUMO gap: 9.8 eV
relative energy (zero: lowest compared OMol25 entry of this formula, charge and spin): 168.4 kcal/mol
F_max: 6.80 eV/A
E_HOMO: -8.78 eV
LUMO: 0.979 eV
E_tot: -368.3044 Ha

Geometry (Å):
C -3.436 0.537 0.352
C -2.971 -0.376 -0.714
C -1.483 -0.597 -0.469
C -0.869 -0.148 0.614
C 0.703 -0.143 0.815
C 1.503 0.660 -0.304
C 2.910 1.419 -0.208
C 2.373 -1.707 0.053
H -4.383 0.811 -0.006
H -2.879 1.431 0.576
H -3.578 0.118 1.364
H -3.588 -1.279 -0.556
H -3.217 0.266 -1.687
H -0.849 -0.691 -1.626
H -1.559 0.017 1.676
H 1.133 -0.274 1.733
H 1.013 1.313 -1.048
H 2.901 2.656 -0.668
H 3.721 1.030 -1.016
H 3.361 1.517 0.950
H 1.871 -2.604 0.899
H 3.237 -0.885 0.528
H 2.815 -2.228 -0.897
N 1.268 -0.843 -0.360

Atomic partial charges in e from the Löwdin method, atoms 1 to 2: atom 1 (C): -0.215, atom 2 (C): -0.278

# 4
DFT (ωB97M-V with the def2-TZVPD basis set) results for the ion C8H15N2 with charge +1.

Values from the calculation:
HOMO-LUMO gap: 10.1 eV
relative energy (zero: lowest compared OMol25 entry of this formula, charge and spin): 58.6 kcal/mol
F_max: 4.62 eV/A
charge: +1
E_HOMO: -13.33 eV
LUMO: -3.237 eV
E_tot: -423.0010 Ha

Geometry (Å):
C 1.275 -1.293 0.853
C -0.298 1.560 -0.479
C 2.379 -1.616 0.489
C -0.881 -0.781 0.005
C -0.025 -0.899 1.363
C 0.410 2.553 -1.293
C -0.677 -1.981 2.269
C 0.054 -0.327 -2.124
N -0.409 0.279 -0.875
N -0.931 1.925 0.635
H -1.288 1.179 1.178
H 3.364 -1.769 0.116
H -0.808 -1.681 -0.620
H -1.856 -0.624 0.358
H 0.222 0.094 1.730
H 1.322 2.300 -1.875
H 0.514 3.499 -0.698
H -0.125 2.780 -2.218
H 0.011 -2.102 3.100
H -0.595 -2.886 1.584
H -1.740 -1.603 2.334
H 0.966 -0.847 -1.883
H -0.728 -0.905 -2.368
H 0.338 0.467 -2.767
H -0.493 2.681 1.187

Atomic partial charges in e from the Löwdin method, atoms 1 to 2: atom 1 (C): -0.148, atom 2 (C): -0.307

# 5
DFT (ωB97M-V with the def2-TZVPD basis set) results for the ion C8H15N2 with charge +1.

Values from the calculation:
HOMO-LUMO gap: 8.5 eV
relative energy (zero: lowest compared OMol25 entry of this formula, charge and spin): 58.2 kcal/mol
F_max: 5.10 eV/A
charge: +1
E_HOMO: -12.60 eV
LUMO: -4.086 eV
E_tot: -423.0015 Ha

Geometry (Å):
C 1.096 -0.870 0.846
C -1.323 -1.091 1.168
C 2.329 -0.907 0.351
C -1.666 0.883 -0.235
C 2.857 0.294 -0.324
C 3.289 -2.108 0.528
C -2.123 2.225 0.145
C -2.248 0.448 -1.606
N -0.029 -1.015 1.158
N -2.122 -0.162 0.672
H -0.606 0.886 -0.327
H -1.723 -1.846 1.746
H 3.572 0.785 0.320
H 2.181 1.035 -0.681
H 3.438 0.030 -1.214
H 3.407 -2.587 -0.461
H 2.819 -2.890 1.123
H 4.336 -1.856 0.861
H -2.955 2.384 -0.439
H -1.496 3.031 -0.020
H -2.531 2.292 1.103
H -1.790 0.629 -2.563
H -3.218 0.939 -1.627
H -2.487 -0.652 -1.591
H -3.008 0.122 1.067

Atomic partial charges in e from the Löwdin method, atoms 1 to 2: atom 1 (C): 0.030, atom 2 (C): -0.049

# 6
DFT (ωB97M-V with the def2-TZVPD basis set) results for the ion C8H15N2O with charge -1.

Values from the calculation:
HOMO-LUMO gap: 5.3 eV
relative energy (zero: lowest compared OMol25 entry of this formula, charge and spin): 0.0 kcal/mol
F_max: 0.93 eV/A
charge: -1
E_HOMO: -1.61 eV
LUMO: 3.640 eV
E_tot: -498.5314 Ha

Geometry (Å):
C -0.633 0.918 -0.276
C 1.216 -0.238 0.039
C -1.082 -0.515 -0.392
C -1.568 2.066 -0.469
C -2.258 -0.853 0.532
C -1.406 -0.906 -1.844
C 3.288 0.620 1.217
C 2.113 -0.347 1.275
N 0.614 1.076 -0.051
N 0.133 -1.228 0.110
O 0.430 -2.398 -0.556
H 1.842 -0.390 -0.862
H -2.299 2.096 0.340
H -2.109 1.952 -1.409
H -1.011 3.000 -0.480
H -2.418 -1.928 0.505
H -3.170 -0.343 0.217
H -2.019 -0.566 1.555
H -0.889 -1.872 -1.956
H -0.988 -0.191 -2.554
H -2.474 -1.019 -2.022
H 3.936 0.379 0.375
H 3.879 0.574 2.133
H 2.916 1.633 1.084
H 1.500 -0.140 2.155
H 2.457 -1.380 1.333

Atomic partial charges in e from the Löwdin method, atoms 1 to 2: atom 1 (C): -0.321, atom 2 (C): -0.382

# 7
DFT (ωB97M-V with the def2-TZVPD basis set) results for the ion C8H15N2O with charge +1.

Values from the calculation:
HOMO-LUMO gap (alpha / beta): 6.4 / 9.2 eV
relative energy (zero: lowest compared OMol25 entry of this formula, charge and spin): 11.9 kcal/mol
F_max: 6.03 eV/A
charge: +1
E_HOMO (alpha / beta): -9.52 / -14.01 eV
multiplicity: 3
LUMO (alpha / beta): -3.090 / -4.767 eV
E_tot: -498.1509 Ha

Geometry (Å):
C 0.777 -1.081 -0.425
C -0.651 -0.655 -0.031
C 1.328 0.907 0.734
C -2.455 0.895 0.221
C -3.008 -0.406 -0.315
C 1.834 -0.094 -0.327
C -0.085 1.578 0.395
C 3.111 -0.736 0.145
N -1.023 0.508 0.560
N -1.831 -1.332 -0.501
O -0.269 2.195 -0.863
H 0.744 -2.063 -0.893
H 1.264 0.227 1.648
H 2.094 1.670 0.793
H -2.491 1.789 -0.435
H -2.848 1.148 1.187
H -3.447 -0.971 0.535
H -3.739 -0.502 -1.058
H 1.862 0.482 -1.247
H -0.312 2.276 1.203
H 2.999 -1.508 0.857
H 3.777 0.096 0.568
H 3.713 -1.260 -0.630
H -1.692 -1.488 -1.584
H -1.981 -2.195 -0.097
H 0.041 3.217 -0.902

Atomic partial charges in e from the Löwdin method, atoms 1 to 2: atom 1 (C): 0.055, atom 2 (C): -0.194

# 8
DFT (ωB97M-V with the def2-TZVPD basis set) results for the ion C8H15N2O2 with charge +1.

Values from the calculation:
HOMO-LUMO gap: 11.3 eV
relative energy (zero: lowest compared OMol25 entry of this formula, charge and spin): 55.6 kcal/mol
F_max: 4.47 eV/A
charge: +1
E_HOMO: -13.87 eV
LUMO: -2.617 eV
E_tot: -573.4478 Ha

Geometry (Å):
C -0.246 -2.150 1.226
C -0.626 -2.436 -0.213
C -2.992 0.469 -0.958
C -2.794 1.009 0.362
C 1.528 0.885 1.079
C 1.789 0.856 -0.393
C -0.348 0.064 0.046
C 3.032 0.024 -0.749
N -0.933 -1.167 0.425
N -1.663 0.913 -0.472
O 0.048 0.826 1.136
O 0.555 0.225 -0.945
H -0.880 -2.597 2.128
H 0.771 -1.929 1.447
H 0.301 -2.628 -0.778
H -1.538 -2.990 -0.434
H -3.202 -0.589 -0.947
H -3.432 1.175 -1.719
H -3.121 1.957 0.609
H -2.651 0.307 1.117
H 2.116 0.132 1.671
H 1.904 1.921 1.500
H 1.662 1.871 -0.835
H 2.902 -0.962 -0.375
H 3.853 0.612 -0.184
H 3.327 -0.061 -1.724
H -1.177 1.747 -0.942

Atomic partial charges in e from the Löwdin method, atoms 1 to 2: atom 1 (C): -0.074, atom 2 (C): -0.060

# 9
DFT (ωB97M-V with the def2-TZVPD basis set) results for a cluster of 2 separate species, C8H15N2O2 in total.

Values from the calculation:
HOMO-LUMO gap: 10.0 eV
relative energy (zero: lowest compared OMol25 entry of this formula, charge and spin): 27.8 kcal/mol
F_max: 5.03 eV/A
charge: +1
E_HOMO: -12.57 eV
LUMO: -2.536 eV
E_tot: -573.4921 Ha

Geometry (Å):
C 2.299 -0.626 -1.181
C 0.943 -0.779 -1.139
C 1.491 0.494 0.533
C -1.767 0.012 1.869
C 3.917 0.451 0.514
C -2.439 -1.959 -0.294
C -1.698 1.999 -1.416
C -1.727 0.276 0.376
N 2.614 0.150 -0.115
N 0.487 -0.046 -0.062
O -2.139 -0.562 -0.508
O -1.593 1.535 -0.060
H 3.103 -0.893 -1.851
H 0.369 -1.334 -1.821
H 1.570 1.160 1.373
H -1.407 0.832 2.391
H -0.988 -0.676 2.026
H -2.735 -0.232 2.021
H 4.295 -0.257 1.171
H 4.810 0.579 -0.265
H 3.940 1.496 1.071
H -2.516 -2.239 -1.265
H -3.499 -1.935 0.218
H -1.628 -2.639 0.100
H -0.743 2.303 -1.890
H -2.305 2.856 -1.468
H -2.090 1.293 -2.001

Atomic partial charges in e from the Löwdin method, atoms 1 to 2: atom 1 (C): -0.041, atom 2 (C): -0.078

Which of these has the highest F_max? C8H15N

What is the F_max in the fifth record? 5.10 eV/A

Which of these has the highest relative energy (zero: lowest compared OMol25 entry of this formula, charge and spin)? C8H15N

Copy entry 6 word for word.
DFT (ωB97M-V with the def2-TZVPD basis set) results for the ion C8H15N2O with charge -1.

Values from the calculation:
HOMO-LUMO gap: 5.3 eV
relative energy (zero: lowest compared OMol25 entry of this formula, charge and spin): 0.0 kcal/mol
F_max: 0.93 eV/A
charge: -1
E_HOMO: -1.61 eV
LUMO: 3.640 eV
E_tot: -498.5314 Ha

Geometry (Å):
C -0.633 0.918 -0.276
C 1.216 -0.238 0.039
C -1.082 -0.515 -0.392
C -1.568 2.066 -0.469
C -2.258 -0.853 0.532
C -1.406 -0.906 -1.844
C 3.288 0.620 1.217
C 2.113 -0.347 1.275
N 0.614 1.076 -0.051
N 0.133 -1.228 0.110
O 0.430 -2.398 -0.556
H 1.842 -0.390 -0.862
H -2.299 2.096 0.340
H -2.109 1.952 -1.409
H -1.011 3.000 -0.480
H -2.418 -1.928 0.505
H -3.170 -0.343 0.217
H -2.019 -0.566 1.555
H -0.889 -1.872 -1.956
H -0.988 -0.191 -2.554
H -2.474 -1.019 -2.022
H 3.936 0.379 0.375
H 3.879 0.574 2.133
H 2.916 1.633 1.084
H 1.500 -0.140 2.155
H 2.457 -1.380 1.333

Atomic partial charges in e from the Löwdin method, atoms 1 to 2: atom 1 (C): -0.321, atom 2 (C): -0.382